Below is a molecular structure, C36H34BIN10ScSe2, with properties calculated with ωB97M-V with the def2-TZVPD basis set.

Atoms and positions in Å:
Sc: -0.31817 0.73720 -0.68670
C: 3.55519 0.93198 -0.94610
C: 2.86717 -0.35337 -0.62638
C: 3.49993 -1.59215 -0.59900
C: 2.51535 -2.49695 -0.26913
N: 1.36831 -1.83105 -0.09519
N: 1.55855 -0.49489 -0.33074
B: -0.04853 -2.44122 -0.07946
N: -0.94675 -1.70031 0.98961
C: -1.51326 -2.31353 2.03921
C: -2.38539 -1.43695 2.64708
C: -2.32142 -0.26851 1.88331
C: -3.16031 0.94875 2.07937
N: -1.42585 -0.42480 0.89152
N: -0.61507 -2.24117 -1.50420
C: -0.77318 -3.13583 -2.49560
C: -0.96214 -2.46318 -3.67883
C: -0.87681 -1.10956 -3.34968
C: -0.97465 0.05196 -4.27721
N: -0.65886 -0.98121 -2.03404
N: -0.02682 -3.89643 0.31671
C: -1.02517 -4.81354 0.17330
C: -0.75855 -5.86223 1.00577
C: 0.44438 -5.50612 1.66263
C: 1.21861 -6.30127 2.65886
N: 0.86096 -4.31616 1.26282
H: 4.61926 0.73826 -1.06402
H: 3.19517 1.36553 -1.87839
H: 3.44960 1.67098 -0.14964
H: 4.53961 -1.79175 -0.79842
H: 2.54551 -3.56404 -0.12893
H: -1.27289 -3.33755 2.27910
H: -3.02385 -1.62728 3.49456
H: -3.16227 1.25068 3.12783
H: -2.82858 1.77883 1.47198
H: -4.19388 0.72242 1.81114
H: -0.70995 -4.19357 -2.30652
H: -1.11895 -2.88851 -4.65554
H: -0.45471 -0.17524 -5.20708
H: -2.01576 0.26506 -4.52575
H: -0.53297 0.95053 -3.85103
H: -1.86756 -4.64192 -0.47765
H: -1.33337 -6.76658 1.12086
H: 1.54060 -7.25115 2.23180
H: 2.10724 -5.75382 2.96939
H: 0.61536 -6.52926 3.53875
Se: 1.34479 1.79535 1.96797
Se: 0.28797 0.61733 3.60447
C: 1.48144 -0.85393 3.57880
C: 1.16303 -1.95918 4.35794
C: 2.06632 -3.01322 4.33898
C: 3.20825 -2.89533 3.56928
C: 3.42199 -1.72862 2.83429
N: 2.56547 -0.71634 2.83006
C: 0.02739 3.18639 1.87191
C: 0.13272 4.36758 2.57655
C: -0.80910 5.35350 2.30490
C: -1.77283 5.10621 1.34538
C: -1.78142 3.88017 0.69425
N: -0.89819 2.91554 0.95457
H: 0.25655 -1.99671 4.94836
H: 1.87897 -3.90531 4.92168
H: 3.94015 -3.69053 3.53311
H: 4.31847 -1.60553 2.24050
H: 0.92184 4.52151 3.29991
H: -0.77931 6.29919 2.83020
H: -2.51221 5.85356 1.09358
H: -2.51766 3.66246 -0.06944
I: -3.12609 1.39408 -1.63208
C: -2.40645 2.93816 -2.86114
C: -3.27201 3.57366 -3.70186
C: -2.80190 4.65335 -4.47649
C: -1.50930 5.07278 -4.34656
C: -0.61601 4.42627 -3.45900
C: 0.70557 4.91116 -3.27825
C: 1.54041 4.31329 -2.38343
C: 1.09930 3.16650 -1.68311
C: -0.14470 2.60213 -1.83951
C: -1.04398 3.29658 -2.71137
H: -4.30766 3.26798 -3.77478
H: -3.47947 5.15224 -5.15616
H: -1.14849 5.91943 -4.91827
H: 1.02531 5.77502 -3.84817
H: 2.53786 4.70062 -2.21614
H: 1.80787 2.73155 -0.98128

The value obtained for the energy above the lowest of the compared OMol25 structures with the same formula, charge and spin is 0.347 eV. The total energy comes out at -212946.4248 eV. Its spin multiplicity is 2. The calculation puts the HOMO energy (spin up / spin down) at -12.76 / -12.76 eV. The value obtained for the HOMO-LUMO gap (spin up / spin down) is 6.45 / 3.88 eV. The net charge is +2.

Below is a molecular structure, C36H34Cl2IN6O5SZr, with properties calculated with ωB97M-V with the def2-TZVPD basis set.

Atoms and positions in Å:
Zr: 0.13962 -0.02366 1.11176
C: 4.49796 1.98837 0.14518
C: 4.37740 0.52847 -0.14279
N: 5.36329 -0.07333 -0.75069
C: 5.28292 -1.40320 -0.99225
C: 4.23993 -2.17939 -0.58344
C: 4.29575 -3.66261 -0.83006
O: 4.63140 -4.42435 0.32865
C: 3.14613 -1.56384 0.09701
C: 2.08922 -2.41269 0.58492
N: 1.19301 -2.06230 1.44281
C: 0.06046 -2.92419 1.59488
C: -0.78651 -2.79175 0.33480
C: -1.92209 -3.78027 0.34885
C: -2.39521 -4.31456 1.46321
C: -1.87307 -3.94339 2.82133
C: -0.45397 -3.41121 2.72132
I: 0.71132 -3.60278 4.44137
C: 3.15692 -0.14815 0.25215
O: 2.17742 0.57472 0.65875
H: 5.44006 2.35517 -0.25556
H: 4.45400 2.15980 1.22022
H: 3.66102 2.54243 -0.28248
H: 6.12211 -1.84487 -1.51790
H: 5.07985 -3.86799 -1.55869
H: 3.35524 -4.02840 -1.25982
H: 4.20442 -4.02943 1.09619
H: 2.10090 -3.45164 0.25021
H: -0.14120 -3.04028 -0.53044
H: -2.34806 -4.05058 -0.61211
H: -3.21781 -5.02236 1.43024
H: -1.83486 -4.85441 3.42718
C: -3.01565 2.85842 -4.02842
C: -1.98212 3.62104 -3.20866
N: -1.99882 3.26547 -1.78858
C: -2.65411 4.19061 -0.86890
C: -4.14753 3.93920 -0.71255
C: -1.44884 2.10095 -1.37755
S: -1.72888 1.65231 0.26443
N: -0.82857 1.42164 -2.35409
C: 0.01921 0.42499 -2.14587
O: 0.48369 0.02817 -1.05529
C: 0.55387 -0.24103 -3.37789
C: 1.64014 -1.10309 -3.26906
C: 2.15864 -1.71853 -4.39801
C: 1.58855 -1.48408 -5.64153
C: 0.50129 -0.62699 -5.75369
C: -0.01018 -0.00224 -4.62698
H: -2.89169 3.08232 -5.09001
H: -4.03173 3.12946 -3.74005
H: -2.88907 1.78650 -3.88532
H: -2.17856 4.69256 -3.26342
H: -0.98453 3.44313 -3.60485
H: -2.47717 5.19686 -1.25454
H: -2.15829 4.11612 0.09760
H: -4.67551 4.06592 -1.65911
H: -4.57092 4.64138 0.00801
H: -4.32172 2.92795 -0.34607
H: 2.08160 -1.27131 -2.29611
H: 3.01304 -2.37737 -4.30484
H: 1.99475 -1.96323 -6.52377
H: 0.05423 -0.44205 -6.72250
H: -0.84850 0.67720 -4.69824
O: -1.68600 -0.18561 6.44260
C: -1.31197 -0.20755 5.30919
C: -2.94588 -3.04345 3.53107
C: -3.15065 -1.64318 2.91386
C: -1.88427 -0.91801 3.03280
O: -1.14955 -1.45052 0.26746
N: 0.65407 -0.27488 3.57472
H: -2.67484 -2.92657 4.58327
H: -3.87297 -3.62656 3.49216
H: -3.99374 -1.11748 3.36963
H: -3.33958 -1.76371 1.84263
Cl: 2.57137 3.60836 2.45590
C: 0.89229 3.17914 2.72528
C: -0.02954 4.20966 2.69726
C: -1.34845 3.91360 3.05756
C: -1.71947 2.62715 3.36667
C: -0.78946 1.58583 3.29909
Cl: -0.88231 -0.09782 3.70942
C: 0.58894 1.85446 3.00873
N: 1.55058 0.68450 3.24714
H: 0.29444 5.21225 2.46353
H: -2.09011 4.70166 3.10574
H: -2.73714 2.40909 3.67536

The value obtained for the energy above the lowest of the compared OMol25 structures with the same formula, charge and spin is 21.742 eV. The total energy comes out at -102311.1034 eV. The calculation puts the HOMO energy (spin up / spin down) at -2.38 / -2.38 eV. The value obtained for the HOMO-LUMO gap (spin up / spin down) is 4.33 / 4.33 eV. The net charge is -1.

Below is a molecular structure, C36H34Cl3GeO5S4Zr, with properties calculated with ωB97M-V with the def2-TZVPD basis set.

Atoms and positions in Å:
Zr: 0.72137 0.31074 0.01440
C: 3.24651 -0.24774 0.31072
C: 3.09648 0.20207 -1.02276
C: 2.64967 1.54622 -0.98004
C: 2.54474 1.93506 0.37863
C: 2.90942 0.81663 1.17598
C: 3.09337 0.77621 2.66115
C: 2.26957 3.33725 0.83250
C: 2.47347 2.46053 -2.15194
C: 3.39895 -0.56083 -2.27531
C: 3.73089 -1.58483 0.77612
H: 4.16058 0.83832 2.90256
H: 2.69566 -0.14948 3.07749
H: 2.57496 1.59740 3.14974
H: 3.09010 3.99682 0.53410
H: 2.16444 3.38953 1.91407
H: 1.34991 3.72817 0.39156
H: 3.38820 3.03442 -2.33049
H: 1.66340 3.17000 -1.97786
H: 2.24602 1.90107 -3.06110
H: 4.31787 -0.19301 -2.73985
H: 2.59556 -0.46095 -3.00760
H: 3.52997 -1.62304 -2.07078
H: 4.61053 -1.46524 1.41340
H: 4.00363 -2.22476 -0.06206
H: 2.96925 -2.10623 1.35999
O: -4.01930 -0.59039 5.16760
C: -3.07445 -0.40562 4.43823
S: -2.46076 1.19705 4.00897
C: -1.10513 0.65691 3.03101
C: -0.93525 -0.66739 2.91472
S: 0.34617 -1.41743 2.00026
S: -2.09527 -1.69418 3.73642
S: -0.07733 1.82354 2.25305
O: -1.41083 0.29325 -0.02015
C: -1.39289 1.53898 -0.25188
O: -0.34223 2.03397 -0.78323
C: -2.58685 2.38560 0.06320
C: -2.31939 3.85945 -0.21661
Ge: -2.42750 4.31001 -2.11797
C: -4.19098 5.13212 -2.43903
C: -5.20109 5.16712 -1.48147
C: -6.43522 5.74536 -1.75873
C: -6.67562 6.30175 -3.00499
C: -5.67978 6.27543 -3.97365
C: -4.45346 5.69467 -3.68979
C: -1.11454 5.67255 -2.60818
C: -0.81662 6.68442 -1.69459
C: 0.05558 7.71084 -2.02528
C: 0.64605 7.74065 -3.28153
C: 0.36165 6.74151 -4.20014
C: -0.51253 5.71509 -3.86416
C: -2.36261 2.79720 -3.35008
C: -1.17041 2.27723 -3.85171
C: -1.17643 1.20959 -4.73613
C: -2.37779 0.63395 -5.12242
C: -3.57240 1.12674 -4.61975
C: -3.56312 2.20573 -3.74510
H: -2.79534 2.21570 1.12209
H: -3.43579 1.97839 -0.49614
H: -1.32815 4.09655 0.17234
H: -3.03791 4.48856 0.31111
H: -5.03693 4.73137 -0.50244
H: -7.20816 5.75799 -1.00013
H: -7.63572 6.75267 -3.22318
H: -5.86208 6.70748 -4.95010
H: -3.68482 5.67884 -4.45604
H: -1.26643 6.66750 -0.70737
H: 0.27876 8.48616 -1.30286
H: 1.32912 8.53968 -3.54146
H: 0.82381 6.75868 -5.17960
H: -0.72515 4.93806 -4.58972
H: -0.22476 2.68710 -3.52147
H: -0.23982 0.80707 -5.10179
H: -2.38292 -0.20680 -5.80472
H: -4.51206 0.66808 -4.90196
H: -4.50447 2.59378 -3.37185
Cl: 0.37816 -4.28811 -1.78762
C: -0.34245 -2.75706 -2.28700
Cl: -0.30656 -2.63202 -4.05311
Cl: -2.00608 -2.64746 -1.69947
C: 0.41511 -1.55818 -1.67119
O: 0.25536 -0.41432 -2.14107
O: 1.08935 -1.76191 -0.63934

The value obtained for the energy above the lowest of the compared OMol25 structures with the same formula, charge and spin is 0.824 eV. The total energy comes out at -186835.6228 eV. The calculation puts the HOMO energy at -3.94 eV. The value obtained for the HOMO-LUMO gap is 6.23 eV. The net charge is -1.